Below is a molecular structure, C39H36BrCl2CsF3GeN5O4S in a non-equilibrium geometry, with properties calculated with ωB97M-V/def2-TZVPD.

LUMO level: 0.136 hartree
F_max: 2.1 eV/A
Highest occupied orbital energy: -2.411 eV
DFT total energy: -8371.9509 a.u.

Structure (ORCA input):
```
! RIJCOSX wB97M-V def2-TZVPD def2/J DEFGRID3
* xyz -2 1
Cs -0.2276 0.4555 -0.2657
Cl 4.9559 -5.9042 -2.5319
C 4.3516 -4.3871 -1.9270
C 2.9794 -4.1667 -1.9029
C 2.4643 -2.9841 -1.4162
N 1.0642 -2.7986 -1.3561
C 0.5647 -2.6831 -0.1957
O -0.7004 -2.3399 0.0141
C 1.2737 -2.9556 1.1023
C 1.9202 -4.1745 1.2981
C 2.4791 -4.4385 2.5358
C 2.3776 -3.4783 3.5291
C 1.7153 -2.2963 3.2326
N 1.1731 -2.0337 2.0526
C 3.3237 -1.9194 -1.0103
C 4.7030 -2.1927 -0.9970
C 5.1983 -3.3987 -1.4541
Cl 6.9231 -3.6549 -1.4336
N 2.7706 -0.7039 -0.7818
C 3.3435 0.2739 -0.0798
O 4.2185 0.2334 0.7909
C 2.7715 1.6147 -0.5431
C 2.9942 1.9591 -1.8770
C 2.4233 3.1070 -2.3840
C 1.6337 3.8773 -1.5436
C 1.4843 3.4682 -0.2314
N 2.0439 2.3693 0.2768
H 2.3055 -4.9361 -2.2578
H 1.9861 -4.8883 0.4900
H 2.9893 -5.3763 2.7175
H 2.8026 -3.6340 4.5118
H 1.6222 -1.5132 3.9773
H 5.3808 -1.4347 -0.6329
H 3.5773 1.2926 -2.4985
H 2.5436 3.3725 -3.4269
H 1.1095 4.7502 -1.9082
H 0.8584 4.0389 0.4485
F -5.2587 3.0507 4.3503
C -4.9221 2.6548 3.0803
F -5.5724 1.5126 2.8933
F -5.5208 3.5772 2.2737
C -3.4343 2.6389 2.9044
C -2.7637 3.6661 3.5482
C -1.3858 3.7678 3.4671
C -0.7368 2.7890 2.7216
N -1.3565 1.8201 2.0836
C -2.7104 1.6998 2.1098
S -3.4165 0.4508 1.1739
H -3.3306 4.3839 4.1281
H -0.8379 4.5552 3.9655
H 0.3473 2.7846 2.6269
Br 3.8044 -1.9341 -4.8367
C 2.5528 -0.5899 -5.3434
C 2.5442 -0.1634 -6.6619
C 1.6589 0.8361 -7.0339
C 0.8089 1.3957 -6.0946
C 0.8175 0.9529 -4.7770
C 1.6958 -0.0566 -4.3944
C -0.1334 1.6095 -3.7563
O -0.7644 2.6002 -4.1541
O -0.1587 1.0764 -2.6180
H 3.2247 -0.6044 -7.3783
H 1.6428 1.1794 -8.0621
H 0.1174 2.1882 -6.3508
H 1.7097 -0.3889 -3.3627
C -1.4890 -4.9434 -5.1943
C -2.1024 -4.9976 -3.8020
C -1.0426 -5.0154 -2.7060
C -1.6337 -4.8743 -1.3043
Ge -2.1895 -3.0610 -0.7489
C -3.0190 -1.9119 -2.0879
C -2.2088 -1.4977 -3.3131
C -3.1204 -1.1247 -4.4792
C -2.3610 -0.5214 -5.6520
H -2.2542 -4.9668 -5.9724
H -0.8130 -5.7857 -5.3582
H -0.9090 -4.0276 -5.3218
H -2.7378 -5.8855 -3.7038
H -2.7599 -4.1349 -3.6643
H -0.3174 -4.2162 -2.8801
H -0.4826 -5.9555 -2.7794
H -0.9143 -5.2011 -0.5471
H -2.5069 -5.5271 -1.1937
H -3.1016 -3.1609 0.4801
H -3.3994 -1.0336 -1.5595
H -3.9066 -2.4835 -2.3944
H -1.5273 -2.2931 -3.6340
H -1.5753 -0.6472 -3.0594
H -3.8753 -0.4155 -4.1251
H -3.6668 -2.0207 -4.8043
H -1.9136 0.4323 -5.3705
H -3.0204 -0.3451 -6.5052
H -1.5542 -1.1820 -5.9794
*
```

Mulliken atomic charge list, values in e, 5 entries: 1.77, -0.29, 0.00, -0.08, -0.55

=====

Below is a molecular structure, C39H36Cl2CoGeNSbSe in a non-equilibrium geometry, with properties calculated with ωB97M-V/def2-TZVPD.

LUMO level (spin up / spin down): -0.195 / -0.272 hartree
Expectation value of S²: 3.763
F_max: 1.6 eV/A
Highest occupied orbital energy (spin up / spin down): -13.856 / -13.917 eV
DFT total energy: -8583.6470 a.u.

Structure (ORCA input):
```
! RIJCOSX wB97M-V def2-TZVPD def2/J DEFGRID3
* xyz 2 4
Co -0.0738 -0.4697 -0.2976
C 0.9597 -0.8817 4.2479
C 1.0910 -1.2842 2.8212
C 2.2463 -0.9687 2.0954
C 2.3953 -1.3796 0.7824
C 1.3855 -2.1174 0.1455
C 0.2154 -2.4402 0.8669
C 0.0857 -2.0165 2.1911
H 1.6121 -1.4938 4.8703
H -0.0581 -1.0023 4.6083
H 1.2712 0.1510 4.3866
H 3.0466 -0.4322 2.5845
H 3.3244 -1.1825 0.2675
H 1.6083 -2.6321 -0.7818
H -0.4869 -3.1605 0.4600
H -0.7821 -2.3167 2.7588
Se 0.4967 1.6081 0.8016
C 2.2654 1.9791 0.8388
N 3.3851 2.2120 0.9121
Cl -2.2513 -0.0975 0.4078
C -3.5914 -0.2887 -0.7271
Cl -2.9354 -0.5377 -2.3378
H -4.1914 0.6231 -0.7109
H -4.1697 -1.1681 -0.4415
C -0.9749 -0.0292 -7.6138
C 0.3421 -0.1033 -7.1931
C 0.6406 -0.1364 -5.8427
C -0.3857 -0.0819 -4.9121
C -1.6988 0.0114 -5.3233
C -1.9928 0.0307 -6.6800
Sb 0.3457 -0.1541 -2.8783
C 1.6189 1.5701 -3.0326
C 2.8070 1.6879 -2.3272
C 3.6012 2.8099 -2.5069
C 3.1965 3.8184 -3.3673
C 1.9905 3.7138 -4.0434
C 1.1944 2.5951 -3.8678
C 1.6140 -1.8693 -3.2219
C 2.9971 -1.8346 -3.1714
C 3.7104 -3.0002 -3.4142
C 3.0456 -4.1847 -3.6869
C 1.6612 -4.2094 -3.7434
C 0.9426 -3.0521 -3.4995
H -1.2072 -0.0155 -8.6673
H 1.1450 -0.1403 -7.9131
H 1.6722 -0.2001 -5.5226
H -2.5107 0.0782 -4.6182
H -3.0223 0.0913 -6.9968
H 3.1280 0.9113 -1.6428
H 4.5342 2.8948 -1.9712
H 3.8184 4.6890 -3.5084
H 1.6705 4.5003 -4.7101
H 0.2531 2.5080 -4.3968
H 3.5281 -0.9133 -2.9726
H 4.7896 -2.9764 -3.3927
H 3.6077 -5.0894 -3.8589
H 1.1413 -5.1260 -3.9762
H -0.1404 -3.0668 -3.5413
Ge -0.1084 3.9570 0.2606
C -1.8232 3.7798 -0.7092
C -3.0059 3.5701 -0.0105
C -4.2136 3.5439 -0.6845
C -4.2428 3.7271 -2.0581
C -3.0636 3.9177 -2.7620
C -1.8543 3.9438 -2.0892
C 0.0070 4.6199 2.1256
C -0.7062 3.9894 3.1412
C -0.6551 4.4866 4.4308
C 0.1257 5.5990 4.7075
C 0.8617 6.2095 3.7042
C 0.8070 5.7185 2.4107
H 1.0034 4.4097 -0.6829
H -2.9779 3.4642 1.0655
H -5.1325 3.4122 -0.1339
H -5.1875 3.7439 -2.5777
H -3.0954 4.0723 -3.8297
H -0.9295 4.1252 -2.6237
H -1.2991 3.1050 2.9283
H -1.2202 4.0056 5.2166
H 0.1734 5.9790 5.7157
H 1.4771 7.0679 3.9269
H 1.3765 6.1915 1.6221
*
```

Mulliken atomic charge list, values in e, 5 entries: 0.55, -1.63, 1.14, -0.87, 0.11